1.
{
  "formula": "C19H42GaNO2P3S",
  "method": "the ωB97M-V functional and the def2-TZVPD basis",
  "symbols": ["Ga", "S", "P", "P", "P", "O", "O", "N", "C", "C", "C", "C", "C", "C", "C", "C", "C", "C", "C", "C", "C", "C", "C", "C", "C", "C", "C", "H", "H", "H", "H", "H", "H", "H", "H", "H", "H", "H", "H", "H", "H", "H", "H", "H", "H", "H", "H", "H", "H", "H", "H", "H", "H", "H", "H", "H", "H", "H", "H", "H", "H", "H", "H", "H", "H", "H", "H", "H", "H"],
  "xyz": [[1.39038, -0.69255, -0.35450], [-0.65195, -0.63064, -3.86013], [-0.68983, -0.42635, 0.83516], [2.98132, 0.83295, 0.54219], [-1.82659, 2.70739, -3.42710], [1.88840, -2.72231, -0.21542], [1.89504, -2.84061, 2.04313], [1.64297, -5.29201, 2.24623], [4.09931, -0.20270, 1.52293], [-1.82221, -4.92338, -2.79710], [2.20892, 2.01597, 1.67901], [1.87239, -3.36463, 0.90568], [-0.72271, 3.40946, -2.19399], [1.87468, -0.37560, -2.17644], [1.16209, -0.72064, -3.48911], [-0.29572, -3.06566, -2.61476], [-1.31074, 1.27744, 0.99040], [1.80821, -4.87358, 0.82926], [-3.30898, 2.03462, -2.66128], [-0.59680, -4.39951, -2.37605], [-0.57516, -0.99246, 2.55947], [-2.76902, -4.07031, -3.37796], [4.02987, 1.85763, -0.53982], [-1.17335, -2.23635, -3.32702], [-2.30156, 4.00503, -4.57258], [-2.08366, -1.37967, 0.14754], [-2.47014, -2.72240, -3.61175], [1.45514, 0.04421, -4.23182], [2.86723, -0.86218, -2.24728], [-3.18500, -2.03305, -4.04690], [-0.98682, 3.10007, -1.17452], [4.88623, -0.60021, 0.87182], [0.84594, -5.92319, 2.35587], [1.54812, -4.39051, 2.78105], [0.40121, -0.73300, 2.98062], [4.78603, 2.39924, 0.04835], [-1.57110, 4.81807, -4.54310], [0.15202, -5.01697, -1.88413], [0.95907, -5.22027, 0.24441], [-2.10400, 1.30850, 1.74941], [0.65489, -2.65474, -2.26823], [-2.03154, -5.98280, -2.65893], [-0.76455, 4.50715, -2.25532], [-1.36577, -0.52267, 3.16013], [-2.34593, 3.60496, -5.58944], [-3.36160, 0.96353, -2.90926], [0.30660, 3.08511, -2.41312], [2.47023, -5.81073, 2.55506], [-4.19409, 2.54521, -3.07006], [-1.76024, -2.40525, -0.07687], [-1.72509, 1.61495, 0.03125], [4.55345, 0.38728, 2.32983], [-2.91280, -1.41334, 0.87191], [1.56865, 1.50257, 2.40559], [3.42216, 2.59331, -1.08220], [1.50946, -1.68016, -3.89316], [-3.28401, 2.16377, -1.57070], [2.05838, 0.71015, -2.23303], [2.73701, -5.26382, 0.41203], [3.54801, -1.04942, 1.95456], [1.58960, 2.72595, 1.11741], [-0.69611, -2.07965, 2.60360], [-3.74778, -4.47701, -3.63913], [2.98014, 2.57715, 2.21937], [-0.50600, 1.95804, 1.29850], [-3.28635, 4.40577, -4.31043], [-1.16632, 1.58200, -4.01813], [4.54838, 1.23887, -1.28280], [-2.43751, -0.92442, -0.78940]],
  "atomic_forces_ev_per_a": [[-0.060, -1.146, 0.092], [0.688, -0.681, 1.155], [-0.754, -0.429, 0.414], [0.593, 0.066, 0.983], [-0.199, -0.064, -0.100], [-0.366, 0.465, 1.077], [-0.265, -0.466, -1.334], [0.195, -1.043, 0.040], [0.139, -0.023, 0.285], [0.199, 0.227, 0.101], [-0.118, 0.134, 0.136], [0.056, 2.002, 0.128], [0.517, 0.148, 0.256], [-0.429, 0.413, -1.405], [-0.078, 0.473, -1.558], [0.289, 0.517, -0.191], [0.181, 0.290, -0.205], [0.048, 0.152, -0.011], [-0.262, -0.298, 0.007], [-0.443, 0.060, -0.091], [0.218, 0.023, 0.171], [0.056, 0.102, 0.210], [-0.085, -0.066, -0.427], [-0.693, -0.981, 0.647], [0.133, 0.049, -0.446], [-0.006, -0.033, -0.229], [0.885, 0.026, -0.008], [0.319, -0.450, 0.220], [-0.233, 0.266, 0.089], [-0.127, -0.285, -0.173], [0.056, 0.107, -0.392], [-0.101, 0.082, 0.120], [0.020, 0.178, 0.215], [0.149, -0.296, -0.032], [-0.190, -0.107, 0.021], [-0.299, -0.242, 0.013], [-0.049, -0.141, -0.083], [-0.205, -0.020, -0.152], [0.095, 0.100, -0.086], [0.176, -0.091, -0.208], [-0.324, -0.464, -0.235], [-0.074, 0.281, -0.059], [0.008, -0.354, 0.078], [0.146, -0.115, -0.224], [-0.046, 0.092, 0.083], [-0.095, 0.305, 0.160], [-0.299, 0.188, 0.081], [-0.125, 0.168, 0.273], [0.271, -0.232, 0.205], [-0.082, 0.236, 0.015], [0.132, -0.151, 0.302], [0.013, -0.165, -0.222], [0.313, 0.100, -0.169], [0.200, 0.059, -0.065], [0.104, -0.156, 0.162], [-0.232, 0.283, 0.062], [-0.076, -0.022, -0.357], [0.118, -0.244, 0.235], [-0.130, -0.057, -0.013], [0.139, 0.287, -0.052], [0.189, -0.082, 0.082], [0.095, 0.223, -0.033], [0.286, 0.249, 0.000], [-0.139, -0.086, -0.088], [-0.305, -0.162, -0.071], [0.184, -0.111, 0.058], [-0.368, 1.002, 0.101], [-0.116, 0.081, 0.205], [0.163, -0.169, 0.239]],
  "nbo_charge": [1.248, 0.221, 0.930, 0.927, 1.291, -0.758, -0.681, -0.689, -0.956, -0.203, -0.945, 0.791, -0.968, -1.011, -0.524, -0.275, -0.934, -0.343, -0.965, -0.199, -0.932, -0.197, -0.936, -0.202, -0.963, -0.938, -0.162, 0.238, 0.267, 0.215, 0.253, 0.273, 0.450, 0.478, 0.264, 0.285, 0.283, 0.203, 0.259, 0.281, 0.215, 0.241, 0.292, 0.271, 0.295, 0.277, 0.266, 0.455, 0.293, 0.273, 0.235, 0.274, 0.273, 0.249, 0.256, 0.253, 0.260, 0.225, 0.275, 0.271, 0.247, 0.262, 0.247, 0.283, 0.258, 0.289, 0.052, 0.274, 0.263],
  "homo_lumo_gap_ev": 7.807,
  "charge": 3,
  "energy_ha": -4300.5828,
  "spin_multiplicity": 1,
  "relative_energy_kj_mol": 0.0,
  "mol_weight_g_mol": 511.3
}



2.
{
  "formula": "C19H42IrNOP3Se",
  "method": "the ωB97M-V functional and the def2-TZVPD basis",
  "symbols": ["Ir", "Se", "P", "P", "P", "O", "N", "C", "C", "C", "C", "C", "C", "C", "C", "C", "C", "C", "C", "C", "C", "C", "C", "C", "C", "C", "H", "H", "H", "H", "H", "H", "H", "H", "H", "H", "H", "H", "H", "H", "H", "H", "H", "H", "H", "H", "H", "H", "H", "H", "H", "H", "H", "H", "H", "H", "H", "H", "H", "H", "H", "H", "H", "H", "H", "H", "H", "H"],
  "xyz": [[-0.49791, -0.38094, 0.19294], [1.53489, 4.38106, 0.22091], [1.20187, -0.56155, 2.00248], [-1.57159, -2.35456, 0.85080], [0.92371, -1.07539, -1.23452], [-1.82924, 0.63580, 1.43861], [-1.90939, 1.63258, 3.45562], [-0.61271, -3.55013, 1.86881], [-2.76462, 0.59383, -2.70024], [-1.89620, 3.05836, 1.46436], [-3.02182, -2.03918, 1.90984], [-2.19522, 0.04919, -1.61228], [2.45958, -0.10263, -1.30682], [-2.20244, -3.37713, -0.52619], [0.32341, -0.95935, -2.94279], [-0.09130, 2.67074, -3.25518], [2.27589, 0.91965, 2.10862], [2.41756, 3.55933, -2.45057], [1.00263, 2.51161, -4.10711], [1.42614, -2.82613, -1.09437], [1.33475, 3.63021, -1.55661], [0.51922, -0.62486, 3.71153], [0.04449, 3.24660, -1.99627], [2.46276, -1.92216, 2.10056], [2.25843, 2.97686, -3.69577], [-1.85877, 1.72789, 2.11469], [-0.81226, 3.43309, -1.34335], [-2.71872, -1.83073, 2.94911], [-3.66999, -2.93097, 1.89522], [2.88139, 1.04295, 1.20403], [-2.89165, 3.20483, 0.99909], [-1.28565, -4.37223, 2.15805], [-0.62479, -1.49713, -3.07408], [-2.55062, -2.78076, -1.38243], [-0.22448, -3.08348, 2.77996], [-0.36441, -1.27070, 3.77808], [-2.08451, 2.46178, 4.00957], [-2.37286, -1.01416, -1.40232], [-1.13083, 3.08453, 0.67146], [0.55256, -3.49032, -1.11442], [-2.86906, 1.68151, -2.83601], [1.27275, -1.00967, 4.41573], [1.99118, -3.03106, -0.17661], [-1.74120, 0.77780, -0.89970], [0.21374, -3.96842, 1.28598], [3.37505, 3.98227, -2.13125], [-3.05416, -3.96258, -0.14234], [3.00500, -1.84854, 3.05887], [-1.71311, 3.86889, 2.18333], [2.96196, 0.84793, 2.96897], [2.06924, -3.09624, -1.94310], [3.19811, -1.84630, 1.28942], [0.83911, 2.03968, -5.08477], [-3.57867, -1.17062, 1.52032], [1.99305, -2.91366, 2.06578], [3.11079, 2.89604, -4.38460], [-1.42668, -4.07266, -0.87522], [-1.09610, 2.37530, -3.60882], [3.02654, -0.33375, -2.21658], [1.66499, 1.82383, 2.22760], [0.23797, 0.38562, 4.03451], [2.85602, 3.72308, 0.35487], [-2.06609, 0.71616, 3.88557], [1.07512, -1.38886, -3.61429], [3.12386, -0.29122, -0.45943], [-3.28939, -0.01817, -3.44236], [2.22676, 0.96892, -1.33327], [0.15594, 0.08831, -3.23162]],
  "atomic_forces_ev_per_a": [[-1.373, 1.262, 3.038], [0.132, -0.964, -1.705], [1.986, -0.223, 2.524], [-1.423, -2.912, 1.572], [3.609, -1.257, -4.371], [-0.046, 1.142, 0.519], [-0.290, -0.149, -1.652], [0.109, 0.045, -0.301], [-0.420, -0.102, 0.408], [0.047, 0.361, -0.296], [-0.277, 0.547, -0.110], [-1.390, 1.175, -1.266], [0.340, 0.121, 0.002], [-0.022, -0.054, -0.440], [-0.179, -0.080, -0.627], [-1.210, 0.233, 0.519], [0.026, 0.423, -0.241], [0.866, -0.137, 0.142], [0.054, -0.036, -0.003], [0.047, -0.380, 0.284], [-0.462, 0.752, 0.855], [-0.358, 0.121, 0.127], [-0.192, -0.043, -0.213], [-0.097, -0.162, -0.374], [0.595, 0.079, -0.381], [-0.395, -0.767, 1.813], [0.155, -0.143, -0.425], [-0.050, -0.110, -0.416], [0.265, 0.281, 0.034], [-0.119, -0.107, 0.187], [0.420, -0.081, 0.227], [0.085, 0.246, -0.133], [0.358, 0.050, 0.044], [0.038, -0.391, 0.317], [-0.152, -0.153, -0.221], [0.187, 0.152, 0.019], [0.010, -0.049, 0.117], [0.348, 0.619, 0.084], [-0.355, -0.008, 0.321], [0.224, 0.252, -0.089], [0.332, -0.602, 0.012], [-0.135, 0.121, -0.315], [-0.180, 0.157, -0.261], [-0.868, -0.020, -0.460], [-0.153, -0.006, 0.140], [-0.183, -0.287, -0.318], [0.301, 0.166, -0.089], [-0.293, 0.216, -0.318], [-0.117, -0.234, -0.259], [-0.325, -0.143, -0.207], [-0.142, 0.239, 0.082], [-0.175, -0.010, 0.191], [0.289, 0.329, 0.358], [0.050, -0.439, 0.209], [0.166, 0.327, 0.019], [-0.367, 0.155, 0.397], [-0.268, 0.178, 0.117], [0.828, 0.272, 0.235], [-0.157, -0.134, 0.099], [0.054, -0.189, 0.068], [0.129, -0.257, -0.108], [0.027, 0.535, 0.063], [0.083, 0.583, -0.142], [-0.046, -0.020, 0.118], [-0.126, -0.063, -0.088], [0.180, 0.148, 0.276], [-0.077, -0.202, 0.017], [0.080, -0.372, 0.275]],
  "nbo_charge": [0.921, 0.616, 0.899, 0.955, 1.007, -0.712, -0.715, -0.935, -0.247, -0.723, -0.945, -0.515, -0.970, -0.934, -0.937, -0.148, -0.942, -0.190, -0.086, -0.945, -0.173, -0.941, -0.245, -0.924, -0.181, 0.728, 0.230, 0.259, 0.295, 0.251, 0.307, 0.304, 0.265, 0.253, 0.253, 0.241, 0.454, 0.225, 0.222, 0.257, 0.226, 0.294, 0.266, 0.165, 0.259, 0.268, 0.305, 0.294, 0.278, 0.296, 0.304, 0.259, 0.272, 0.271, 0.261, 0.285, 0.275, 0.239, 0.291, 0.239, 0.260, 0.124, 0.437, 0.282, 0.256, 0.256, 0.247, 0.258],
  "homo_lumo_gap_ev": [8.011, 5.332],
  "charge": 4,
  "energy_ha": -4407.2686,
  "spin_multiplicity": 6,
  "s2": 8.780,
  "mol_weight_g_mol": 664.7
}



3.
{
  "formula": "C19H42NO13P",
  "method": "the ωB97M-V functional and the def2-TZVPD basis",
  "symbols": ["P", "O", "O", "O", "O", "O", "O", "O", "O", "O", "O", "O", "O", "O", "N", "C", "C", "C", "C", "C", "C", "C", "C", "C", "C", "C", "C", "C", "C", "C", "C", "C", "C", "C", "H", "H", "H", "H", "H", "H", "H", "H", "H", "H", "H", "H", "H", "H", "H", "H", "H", "H", "H", "H", "H", "H", "H", "H", "H", "H", "H", "H", "H", "H", "H", "H", "H", "H", "H", "H", "H", "H", "H", "H", "H", "H"],
  "xyz": [[-0.21055, 4.20566, 2.56419], [-0.64204, 1.35520, 7.53952], [-2.73684, -2.97899, -2.25001], [6.68884, 1.63263, -0.41799], [4.76851, 0.95473, -1.23930], [-1.22527, -4.70946, -2.22090], [-2.78659, 2.18035, 7.55397], [-0.54901, -2.08771, -6.04373], [-0.34537, -2.73623, -8.23876], [4.80011, 2.85504, 0.04957], [-2.32479, 2.56087, 1.99799], [-0.96047, -2.80099, -0.97150], [-2.13742, 0.91238, 9.22507], [-0.53999, -0.53898, -7.60036], [0.82129, 3.32835, 1.40414], [-2.12388, 0.63102, 0.38923], [7.47468, 2.53576, 0.36820], [5.36472, 1.91444, -0.48787], [-4.41172, -4.72377, -2.44055], [7.35968, 2.19837, 1.84381], [0.22942, -3.36917, -0.42856], [-2.70916, 1.83946, 5.15322], [-0.46450, -3.45510, -5.62613], [-2.55276, 2.82546, 6.29681], [-2.09069, 4.03651, 2.11614], [-2.50367, 2.23632, 0.54684], [-3.55780, -3.70429, -3.17264], [0.98257, -3.91177, -5.58234], [-0.40935, -0.17035, -8.97168], [3.35348, 1.09694, -1.34374], [-0.47357, -1.87629, -7.38059], [-1.59999, -3.60476, -1.85812], [-1.14586, 0.08835, 9.83435], [-1.74190, 1.47798, 8.05683], [1.05779, -4.92256, -5.17170], [-1.80237, 2.91955, -0.11322], [3.07941, 2.09877, -1.68867], [8.51429, 2.41547, 0.04741], [-4.20638, -2.97278, -3.66497], [-2.37845, 4.62274, 1.13418], [-3.30312, 3.61654, 6.20036], [6.33808, 2.35269, 2.20546], [1.40220, 2.65536, 1.98627], [-3.79161, -5.49602, -1.97434], [8.03291, 2.82278, 2.43782], [2.99274, 0.37093, -2.07747], [-1.94247, 1.05938, 5.19710], [-1.00079, -0.82093, 9.24225], [-2.95033, -4.17379, -3.95542], [0.73911, -2.59679, 0.15388], [-3.64313, 2.46722, 0.31794], [-0.20062, 0.62688, 9.95383], [-2.70145, 4.46446, 3.04125], [7.19505, 3.57706, 0.16897], [-4.98087, -4.24517, -1.63748], [-0.11064, 3.46062, 3.82652], [-1.07280, -4.10171, -6.26960], [1.58311, -3.23317, -4.96852], [-2.62734, 2.34837, 4.18870], [2.88408, 0.87807, -0.37928], [0.90634, -3.70483, -1.22031], [-1.12479, -0.71181, -9.59834], [1.42656, -3.91265, -6.58290], [-2.15574, 0.27897, -0.74570], [7.60359, 1.14593, 2.01932], [-1.09642, 0.37915, 0.90146], [1.54012, 4.00635, 1.00950], [-5.10871, -5.21094, -3.12819], [-1.56973, 3.31082, 6.28006], [-0.02410, -4.19768, 0.24056], [-3.67916, 1.33546, 5.20800], [-3.02208, 0.04658, 0.91178], [-0.61946, 0.89930, -9.05699], [-1.50537, -0.19782, 10.82654], [0.61580, -0.35073, -9.31072], [-0.89334, -3.50803, -4.62042]],
  "atomic_forces_ev_per_a": [[-0.045, 1.680, 0.060], [-1.495, 0.201, 0.814], [1.143, -0.190, 0.257], [-1.087, 0.178, -0.415], [0.668, 0.772, 0.506], [-0.425, 1.547, 0.409], [0.825, -0.428, 0.851], [-0.236, 0.439, -1.074], [-0.261, 1.255, 1.190], [0.730, -1.255, -0.785], [-0.393, 1.795, -2.427], [-0.593, -0.491, -0.843], [0.207, 0.572, -0.836], [-0.077, -1.014, 0.323], [1.174, -0.085, 1.372], [-1.438, 0.298, -0.109], [0.357, 0.384, 0.510], [-0.115, 0.217, 0.375], [0.116, -0.194, 0.261], [-0.286, -0.095, 0.151], [0.478, -0.168, 0.253], [0.115, -0.158, 0.031], [0.197, -0.663, 0.237], [0.065, 0.085, -0.753], [0.272, -1.160, 0.566], [0.106, -0.786, 0.213], [-0.515, -0.429, -0.341], [0.215, 0.047, -0.227], [0.041, 0.202, -0.512], [-0.568, 0.007, -0.087], [0.267, -0.453, -0.238], [-0.093, -0.427, 0.040], [0.327, -0.312, 0.272], [0.279, -0.077, -0.489], [-0.059, 0.132, -0.006], [-1.357, -1.457, 1.352], [0.078, -0.147, 0.221], [-0.293, -0.201, -0.183], [0.289, 0.121, 0.251], [0.625, -1.176, 2.041], [0.008, -0.204, 0.341], [0.153, 0.099, -0.095], [-1.017, 0.826, -1.201], [-0.036, 0.087, -0.179], [-0.051, -0.068, -0.099], [0.350, 0.049, 0.131], [-0.008, 0.200, -0.017], [0.121, 0.215, 0.042], [0.013, 0.057, 0.314], [-0.344, 0.027, -0.169], [2.345, -0.636, 0.077], [-0.157, -0.124, -0.189], [1.259, -0.844, -1.938], [-0.160, -0.282, 0.004], [-0.006, 0.034, -0.205], [-0.389, -0.067, -1.332], [0.169, 0.259, -0.058], [-0.157, -0.108, 0.061], [-0.047, -0.180, 0.190], [0.037, 0.206, -0.138], [-0.228, -0.067, 0.124], [0.238, -0.032, 0.138], [-0.159, -0.064, 0.099], [0.291, 0.914, 2.428], [0.119, 0.151, -0.074], [-2.131, 0.620, -1.098], [-1.408, -1.014, 0.778], [0.078, 0.092, 0.052], [-0.099, -0.250, 0.150], [0.094, 0.038, -0.231], [0.025, 0.197, -0.018], [2.192, 1.106, -0.937], [0.022, -0.211, 0.321], [-0.188, 0.199, -0.269], [-0.228, -0.106, -0.026], [0.057, 0.312, -0.210]],
  "lowdin_charge": [0.785, 0.103, 0.021, 0.024, -0.008, 0.101, 0.023, 0.027, 0.107, 0.098, -0.355, -0.014, -0.009, -0.009, -0.294, -0.100, -0.221, -0.549, -0.065, -0.069, -0.047, -0.061, -0.215, -0.221, -0.414, -0.256, -0.221, -0.059, -0.053, -0.050, -0.549, -0.557, -0.054, -0.549, 0.083, 0.115, 0.097, 0.123, 0.127, 0.096, 0.123, 0.075, 0.032, 0.077, 0.080, 0.094, 0.083, 0.099, 0.110, 0.093, 0.131, 0.096, 0.095, 0.124, 0.083, -0.070, 0.129, 0.081, 0.037, 0.094, 0.096, 0.097, 0.077, 0.085, 0.082, 0.082, 0.027, 0.081, 0.117, 0.101, 0.087, 0.089, 0.094, 0.093, 0.099, 0.096],
  "smiles": "CCOC(=O)OC.CCOC(=O)OC.CCOC(=O)OC.CCOC(=O)OC.CCOCPN",
  "homo_lumo_gap_ev": 8.356,
  "energy_ha": -2123.3193,
  "spin_multiplicity": 1,
  "mol_weight_g_mol": 523.5
}